85
Properties=species:S:1:pos:R:3 method="wB97M-V/def2-TZVPD" orbital_gap_ev=5.882 de_lowest_kcal_mol=21.9 total_charge=+1
Pd 0.175 0.330 -0.535
C 4.062 0.931 1.361
C 4.065 0.199 0.013
C 5.357 0.418 -0.768
P 2.500 0.671 -0.858
C 2.588 0.235 -2.656
C 1.243 0.733 -3.210
C 2.735 -1.277 -2.836
C 2.485 2.480 -0.929
C 3.485 3.222 -1.549
C 3.406 4.600 -1.617
C 2.294 5.240 -1.080
C 1.282 4.519 -0.482
C 1.359 3.114 -0.370
N 0.358 2.345 0.176
C -0.611 2.812 1.038
C -0.364 3.828 1.979
C -1.378 4.307 2.784
C -2.662 3.782 2.701
C -2.903 2.733 1.833
C -1.893 2.234 1.016
P -2.077 0.773 -0.035
C -3.289 1.176 -1.375
C -2.506 1.892 -2.485
C -4.485 2.022 -0.950
C -2.782 -0.543 1.067
C -1.954 -0.575 2.356
C -4.278 -0.528 1.363
H 4.823 0.521 2.026
H 3.091 0.843 1.858
H 4.266 1.992 1.218
H 3.960 -0.874 0.204
H 5.628 1.472 -0.801
H 5.290 0.038 -1.788
H 6.166 -0.114 -0.267
H 3.415 0.754 -3.141
H 0.441 0.384 -2.514
H 1.051 0.334 -4.207
H 1.204 1.820 -3.250
H 1.912 -1.800 -2.345
H 3.673 -1.645 -2.415
H 2.713 -1.540 -3.894
H 4.325 2.718 -2.011
H 4.187 5.167 -2.104
H 2.210 6.316 -1.148
H 0.400 5.025 -0.117
H 0.640 4.215 2.080
H -1.166 5.100 3.491
H -3.459 4.171 3.319
H -3.891 2.296 1.799
H -3.635 0.206 -1.748
H -2.126 2.850 -2.121
H -3.155 2.090 -3.339
H -1.662 1.295 -2.832
H -4.157 3.001 -0.601
H -5.083 1.552 -0.172
H -5.128 2.173 -1.818
H -2.569 -1.456 0.501
H -2.255 0.231 3.026
H -0.887 -0.458 2.155
H -2.108 -1.525 2.870
H -4.565 0.320 1.982
H -4.528 -1.434 1.919
H -4.872 -0.526 0.450
C -0.652 -7.106 0.401
Ge -1.040 -5.221 0.796
C -0.478 -4.769 2.626
C -2.949 -4.805 0.573
C -0.032 -4.157 -0.574
Se 0.036 -2.243 -0.140
C 1.586 -2.348 1.030
H -1.199 -7.733 1.106
H 0.412 -7.316 0.509
H -0.959 -7.373 -0.609
H -1.125 -5.305 3.320
H -0.578 -3.701 2.823
H 0.550 -5.074 2.824
H -3.494 -5.083 1.475
H -3.368 -5.366 -0.262
H -3.107 -3.741 0.389
H -0.547 -4.251 -1.530
H 0.994 -4.502 -0.700
H 1.389 -3.077 1.811
H 1.743 -1.364 1.463
H 2.455 -2.650 0.449


82
Properties=species:S:1:pos:R:3 method="wB97M-V/def2-TZVPD" orbital_gap_ev="6.473 / 7.361" de_lowest_kcal_mol=62.8 total_charge=+2 spin_multiplicity=4
Mn -0.103 -0.087 -0.794
C -0.915 -1.841 0.279
C 0.384 -2.121 -0.289
C 0.617 -0.370 1.233
C -0.777 -0.732 1.180
C 1.344 -1.245 0.344
C -2.161 -2.658 0.155
H -2.164 -3.276 -0.752
H -3.044 -2.002 0.120
H -2.299 -3.341 1.012
C -1.855 -0.149 2.024
H -2.829 -0.594 1.796
H -1.932 0.928 1.832
H -1.658 -0.286 3.096
C 1.198 0.616 2.175
H 0.939 0.365 3.215
H 0.796 1.613 1.965
H 2.288 0.661 2.096
C 2.824 -1.392 0.312
H 3.191 -2.036 1.130
H 3.316 -0.415 0.422
H 3.164 -1.840 -0.630
C 0.730 -3.279 -1.163
H 0.978 -4.174 -0.562
H 1.609 -3.053 -1.791
H -0.103 -3.547 -1.833
C -1.495 1.546 -5.237
C -1.761 0.227 -5.343
C -1.096 -0.717 -6.283
C 0.413 -0.420 -6.547
C 1.213 0.079 -5.381
C 1.469 1.390 -5.144
C 0.806 2.556 -5.796
C -0.687 2.367 -6.185
H -1.592 -0.715 -7.270
H 0.492 0.268 -7.406
H -1.218 -1.747 -5.906
H -0.754 2.008 -7.223
H -2.047 2.135 -4.499
H -2.679 -0.160 -4.881
H -1.129 3.377 -6.212
H 0.902 3.412 -5.109
H 2.341 1.692 -4.552
H 1.362 2.849 -6.703
H 0.870 -1.362 -6.899
H 1.739 -0.698 -4.811
P -1.662 0.815 -1.962
C -3.160 1.741 -2.157
C -1.964 -0.897 -2.556
P 1.438 1.049 -1.860
C -0.105 1.248 -2.876
C 2.832 0.088 -2.540
C 2.023 2.730 -1.586
H -3.194 2.485 -1.348
H -4.023 1.066 -2.051
H -3.230 2.267 -3.117
H -1.512 -1.007 -3.558
H -3.052 -1.098 -2.589
H -1.504 -1.697 -1.955
H 1.969 3.309 -2.516
H 3.057 2.695 -1.218
H 1.383 3.188 -0.828
H -0.186 2.274 -3.263
H -0.050 0.541 -3.704
H 3.667 0.156 -1.823
H 3.175 0.442 -3.519
H 2.541 -0.970 -2.637
C -0.607 3.567 2.762
C -1.183 3.852 1.369
C -2.699 4.053 1.486
C -0.505 5.101 0.800
C -0.961 2.713 0.471
C -0.919 1.744 -0.312
H -0.880 4.382 3.445
H 0.487 3.498 2.722
H -0.997 2.624 3.171
H -2.920 4.893 2.156
H -3.135 4.252 0.501
H -3.173 3.146 1.886
H 0.582 4.950 0.752
H -0.863 5.306 -0.215
H -0.719 5.962 1.443


86
Properties=species:S:1:pos:R:3 method="wB97M-V/def2-TZVPD" orbital_gap_ev=8.026 total_charge=+1
Sn -0.336 -0.031 -0.699
C -4.043 -0.468 -0.048
C -3.744 -1.779 -0.812
N -2.302 -2.019 -0.934
C -1.772 -3.125 -0.112
C -0.428 -2.832 0.566
N -0.361 -1.485 1.169
C -1.277 -1.273 2.313
C -2.741 -0.984 1.949
N -2.909 -0.085 0.796
H -4.970 -0.578 0.521
H -4.195 0.342 -0.760
H -4.181 -1.685 -1.804
H -4.240 -2.624 -0.333
H -2.030 -2.163 -1.896
H -1.623 -4.024 -0.712
H -2.514 -3.384 0.640
H 0.366 -2.885 -0.176
H -0.249 -3.600 1.324
H 0.589 -1.363 1.519
H -0.887 -0.447 2.893
H -1.256 -2.150 2.966
H -3.222 -0.572 2.836
H -3.255 -1.915 1.727
H -3.045 0.864 1.119
C 0.186 1.482 -3.725
N -0.868 1.486 -2.692
C -2.109 0.937 -3.260
C -1.058 2.846 -2.182
C -1.024 2.937 -0.676
C -1.293 4.186 -0.099
C -1.225 4.377 1.268
C -0.888 3.310 2.096
C -0.632 2.069 1.538
C -0.700 1.875 0.152
H -0.104 2.120 -4.570
H 0.352 0.467 -4.074
H 1.119 1.851 -3.297
H -2.421 1.498 -4.148
H -2.912 0.990 -2.524
H -1.944 -0.105 -3.539
H -1.997 3.273 -2.543
H -0.264 3.485 -2.570
H -1.545 5.020 -0.752
H -1.428 5.355 1.689
H -0.815 3.448 3.169
H -0.356 1.260 2.191
S 0.472 -1.446 -2.269
C 4.369 1.026 -2.545
C 4.475 0.144 -1.296
C 5.901 0.174 -0.739
C 4.168 -1.303 -1.703
P 3.134 0.678 -0.072
C 3.544 -0.404 1.356
C 4.376 -0.111 2.436
C 4.587 -1.041 3.449
C 3.997 -2.297 3.390
C 3.193 -2.624 2.305
C 2.965 -1.680 1.309
C 3.429 2.460 0.456
C 4.863 2.983 0.547
C 2.667 3.322 -0.570
C 2.735 2.647 1.815
H 5.045 0.640 -3.314
H 4.656 2.061 -2.348
H 3.355 1.009 -2.955
H 6.562 -0.316 -1.463
H 5.983 -0.377 0.200
H 6.279 1.182 -0.587
H 4.881 -1.599 -2.481
H 3.161 -1.409 -2.103
H 4.293 -1.995 -0.868
H 4.881 0.845 2.497
H 5.227 -0.785 4.284
H 4.180 -3.022 4.174
H 2.757 -3.615 2.227
H 2.366 -1.944 0.440
H 5.328 3.068 -0.436
H 5.508 2.371 1.178
H 4.835 3.990 0.979
H 3.094 3.245 -1.573
H 2.714 4.373 -0.266
H 1.617 3.030 -0.620
H 3.331 2.268 2.644
H 1.768 2.146 1.841
H 2.562 3.715 1.986